1.
Computed, not measured: a structure of composition Cd3N9O27, with ωB97M-V/def2-TZVPD.

Geometry as ORCA input:
```
! wB97M-V def2-TZVPD RIJCOSX def2/J DEFGRID3
* xyz -3 1
Cd 1.982 -3.106 2.253
Cd -1.290 1.440 2.435
Cd 0.781 0.927 -3.202
N 2.558 -1.849 -2.404
O 3.638 -1.588 -1.840
O 2.263 -1.111 -3.251
O 1.766 -2.818 -2.219
N 1.231 -0.222 3.534
O 2.195 0.590 3.634
O 1.156 -1.313 3.130
O 0.127 0.078 3.858
N -3.259 -1.216 2.838
O -4.072 -0.951 3.662
O -2.780 -0.206 2.262
O -3.010 -2.322 2.389
N -1.735 -1.109 -3.265
O -2.873 -1.032 -3.819
O -0.937 -0.136 -3.370
O -1.432 -2.221 -2.757
N -0.415 -4.345 0.312
O -1.606 -4.432 0.926
O 0.563 -4.034 0.928
O -0.148 -4.565 -0.909
N 0.262 -0.134 -0.051
O 0.873 0.247 -1.032
O -0.615 0.579 0.421
O 0.698 -1.157 0.523
N 0.587 3.587 1.074
O 1.694 4.170 0.965
O 0.524 2.800 1.958
O -0.193 3.711 0.191
N 3.577 2.608 -2.432
O 4.470 2.949 -3.171
O 3.380 3.293 -1.524
O 2.789 1.757 -2.724
N -3.243 2.764 0.216
O -4.145 2.145 -0.285
O -2.547 2.556 1.250
O -2.816 3.663 -0.503
*
```

frontier orbital gap = 2.7 eV
LUMO energy = 2.0 eV
energy relative to the best compared isomer or geometry (same formula, charge and spin) = 0.0 kJ/mol

Here are the natural (NBO) charges for atoms 1 to 6, given in e:
1. Cd 1.6746
2. Cd 1.7439
3. Cd 1.7848
4. N 0.7321
5. O -0.5633
6. O -0.5935

2.
Computed, not measured: a cluster of 8 separate species, H15O8 in total, with ωB97M-V/def2-TZVPD.

Geometry as ORCA input:
```
! wB97M-V def2-TZVPD RIJCOSX def2/J DEFGRID3
* xyz -1 1
O 0.047 -0.174 0.196
H 0.886 -0.162 0.007
O 0.912 2.238 0.831
H 0.447 1.380 0.702
H 1.379 1.918 1.524
O -0.641 0.996 -1.902
H -0.566 1.792 -1.445
H -0.475 0.333 -1.293
O -1.805 -1.961 1.206
H -2.636 -1.567 0.929
H -1.180 -1.527 0.826
O 1.163 -1.658 2.161
H 1.050 -1.026 1.374
H 0.422 -2.238 2.304
O 0.289 -2.222 -1.555
H -0.040 -1.486 -1.016
H 1.163 -2.243 -1.755
O 2.134 1.445 -2.365
H 1.142 1.180 -1.964
H 1.908 2.216 -2.883
O -2.009 1.267 1.337
H -1.413 0.846 0.836
H -2.179 0.662 1.945
*
```

frontier orbital gap = 10.2 eV
LUMO energy = 3.6 eV
energy relative to the best compared isomer or geometry (same formula, charge and spin) = 363.5 kJ/mol

Here are the natural (NBO) charges for atoms 1 to 6, given in e:
1. O -1.2372
2. H 0.4277
3. O -0.9766
4. H 0.4815
5. H 0.4455
6. O -0.9507

3.
Computed, not measured: a structure of composition C44H33CrN6O3S, with ωB97M-V/def2-TZVPD.

Geometry as ORCA input:
```
! wB97M-V def2-TZVPD RIJCOSX def2/J DEFGRID3
* xyz -1 5
Cr -0.782 -0.522 1.184
C -3.884 0.622 3.976
C -3.216 0.277 2.791
N -1.983 -0.160 2.798
C -1.300 -0.300 3.969
C -1.879 0.065 5.197
C -3.214 0.525 5.163
C -1.101 -0.004 6.380
C 0.212 -0.375 6.271
C 0.804 -0.759 5.051
C 0.060 -0.816 3.869
N 0.404 -1.233 2.636
C 1.632 -1.760 2.207
C 2.696 -2.226 2.988
C 3.822 -2.794 2.389
C 3.906 -2.944 1.017
C 2.844 -2.526 0.194
C 2.811 -2.746 -1.220
C 1.656 -2.373 -1.938
C 0.627 -1.737 -1.298
N 0.663 -1.420 0.036
C 1.736 -1.886 0.794
H -4.904 0.979 3.930
H -3.682 0.374 1.816
H -3.691 0.813 6.094
H -1.541 0.261 7.333
H 0.832 -0.380 7.161
H 1.854 -0.991 5.051
H 2.648 -2.215 4.063
H 4.630 -3.141 3.023
H 4.771 -3.416 0.561
H 3.631 -3.268 -1.699
H 1.558 -2.597 -2.994
H -0.274 -1.456 -1.831
O -4.066 -1.009 -3.043
C -4.166 -2.232 -2.486
C -4.918 -3.206 -3.142
C -5.053 -4.474 -2.601
C -4.435 -4.791 -1.396
C -3.680 -3.824 -0.749
C -3.534 -2.544 -1.271
C -2.682 -1.562 -0.563
O -2.049 -1.942 0.510
N -2.598 -0.363 -1.053
N -1.781 0.434 -0.229
C -1.336 1.619 -0.837
C -1.076 2.716 0.158
C -1.500 4.016 -0.074
C -1.210 5.046 0.816
C -0.472 4.748 1.957
C -0.042 3.453 2.208
C -0.335 2.401 1.321
O 0.126 1.196 1.554
H -3.484 -0.475 -2.422
H -5.386 -2.941 -4.082
H -5.644 -5.217 -3.125
H -4.532 -5.783 -0.972
H -3.173 -4.041 0.182
H -2.040 1.952 -1.603
H -2.078 4.225 -0.972
H -1.547 6.057 0.622
H -0.235 5.534 2.665
H 0.522 3.212 3.102
N -0.026 1.221 -1.558
S 1.126 2.358 -1.938
C 2.638 1.592 -1.389
C 3.513 0.956 -2.255
C 4.658 0.375 -1.729
C 4.914 0.441 -0.366
C 4.029 1.089 0.483
C 2.889 1.693 -0.025
C 1.242 2.228 -3.704
C 0.870 1.065 -4.356
C 0.991 1.008 -5.737
C 1.475 2.101 -6.444
C 1.834 3.264 -5.778
C 1.715 3.331 -4.397
H 0.425 0.478 -1.016
H 3.296 0.878 -3.310
H 5.336 -0.150 -2.388
H 5.795 -0.037 0.041
H 4.211 1.115 1.549
H 2.186 2.182 0.635
H 0.485 0.230 -3.781
H 0.703 0.106 -6.261
H 1.562 2.050 -7.522
H 2.201 4.118 -6.331
H 1.985 4.234 -3.859
*
```

frontier orbital gap (alpha / beta) = 3.9 / 5.8 eV
LUMO energy (alpha / beta) = 2.0 / 2.0 eV
energy relative to the best compared isomer or geometry (same formula, charge and spin) = 65.6 kJ/mol

Here are the Mulliken charges for atoms 1 to 6, given in e:
1. Cr -1.4030
2. C -1.0525
3. C -0.2013
4. N 1.1385
5. C -0.0100
6. C 0.8187

4.
Computed, not measured: a cluster of 2 separate species, C6H14N2O in total, with ωB97M-V/def2-TZVPD.

Geometry as ORCA input:
```
! wB97M-V def2-TZVPD RIJCOSX def2/J DEFGRID3
* xyz 0 1
C 0.147 0.175 -2.922
C -0.607 -1.485 -1.003
O 0.437 -0.345 -1.630
H -0.674 0.897 -2.855
H 1.049 0.643 -3.316
H -0.134 -0.629 -3.604
H -1.468 -0.964 -0.587
H -0.841 -2.055 -1.904
H -0.072 -2.091 -0.280
C 1.454 -0.417 1.641
C -0.863 0.691 1.488
C 0.467 0.448 0.908
N -1.038 0.293 2.796
C 0.843 1.051 -0.289
N -1.880 1.234 0.917
H -0.467 -0.442 3.177
H -1.997 0.287 3.103
H -1.674 1.576 -0.016
H 2.358 -0.554 1.049
H 1.047 -1.411 1.843
H 1.752 0.024 2.597
H 0.259 1.903 -0.622
H 1.902 1.170 -0.491
*
```

frontier orbital gap = 8.3 eV
SMILES = [H]/N=C(/N)C(=C)C.COC
LUMO energy = 0.8 eV
energy relative to the best compared isomer or geometry (same formula, charge and spin) = 399.3 kJ/mol

Here are the natural (NBO) charges for atoms 1 to 6, given in e:
1. C -0.2509
2. C -0.2414
3. O -0.5627
4. H 0.1715
5. H 0.1973
6. H 0.1790

5.
Computed, not measured: a cluster of 13 separate species, C35H87N9O13S4 in total, with ωB97M-V/def2-TZVPD.

Geometry as ORCA input:
```
! wB97M-V def2-TZVPD RIJCOSX def2/J DEFGRID3
* xyz 0 1
C 11.474 -26.685 -18.442
C 10.223 -26.578 -19.291
O 9.561 -25.553 -19.234
N 9.997 -27.535 -20.176
C 8.971 -27.520 -21.197
H 12.031 -25.762 -18.336
H 12.165 -27.289 -19.050
H 11.246 -27.206 -17.515
H 10.619 -28.329 -20.240
H 8.516 -28.515 -21.244
H 9.422 -27.389 -22.181
H 8.170 -26.840 -20.931
C 20.309 -23.934 -18.868
C 21.684 -23.885 -18.225
O 22.353 -22.859 -18.218
N 22.075 -25.026 -17.589
C 23.357 -25.193 -16.957
H 19.897 -22.926 -18.781
H 19.641 -24.626 -18.360
H 20.422 -24.079 -19.942
H 21.422 -25.792 -17.459
H 24.128 -24.616 -17.452
H 23.620 -26.258 -16.932
H 23.338 -24.986 -15.876
C 12.829 -29.146 -22.023
C 12.298 -30.065 -20.950
O 11.097 -30.319 -20.842
N 13.213 -30.524 -20.069
C 13.001 -31.333 -18.892
H 13.525 -28.400 -21.647
H 11.971 -28.634 -22.454
H 13.264 -29.773 -22.803
H 14.174 -30.263 -20.243
H 13.672 -32.194 -18.969
H 11.975 -31.663 -18.770
H 13.292 -30.815 -17.973
C 16.480 -31.098 -23.262
C 16.615 -30.847 -21.777
O 16.021 -29.955 -21.217
N 17.491 -31.663 -21.107
C 17.627 -31.618 -19.677
H 17.424 -31.375 -23.726
H 16.201 -30.127 -23.680
H 15.647 -31.765 -23.473
H 18.148 -32.112 -21.718
H 16.981 -32.345 -19.181
H 17.277 -30.661 -19.292
H 18.656 -31.746 -19.349
C 13.841 -22.180 -19.022
C 13.558 -21.625 -20.399
O 12.676 -20.795 -20.558
N 14.237 -22.151 -21.448
C 14.188 -21.574 -22.782
H 13.322 -23.139 -18.903
H 13.443 -21.509 -18.270
H 14.898 -22.418 -18.867
H 14.937 -22.860 -21.313
H 13.682 -20.621 -22.718
H 13.650 -22.278 -23.429
H 15.171 -21.553 -23.255
C 18.416 -26.987 -20.841
C 19.778 -26.927 -21.505
O 19.876 -26.800 -22.725
N 20.846 -26.889 -20.667
C 22.200 -26.735 -21.124
H 17.945 -27.951 -21.003
H 17.836 -26.156 -21.239
H 18.518 -26.707 -19.787
H 20.656 -27.097 -19.700
H 22.756 -27.630 -20.836
H 22.640 -25.850 -20.664
H 22.251 -26.654 -22.202
C 14.004 -25.227 -26.211
C 14.197 -26.333 -25.202
O 13.421 -27.278 -25.134
N 15.298 -26.266 -24.424
C 15.477 -27.073 -23.253
H 14.209 -24.258 -25.749
H 13.004 -25.179 -26.628
H 14.668 -25.407 -27.062
H 15.887 -25.456 -24.503
H 14.888 -26.703 -22.402
H 16.487 -26.986 -22.861
H 15.161 -28.105 -23.365
C 8.766 -23.964 -22.562
C 10.272 -23.991 -22.721
O 10.855 -23.264 -23.501
N 10.921 -24.868 -21.920
C 12.339 -25.065 -21.918
H 8.393 -22.985 -22.844
H 8.416 -24.184 -21.553
H 8.406 -24.730 -23.256
H 10.372 -25.238 -21.156
H 12.786 -24.161 -22.340
H 12.668 -25.889 -22.551
H 12.681 -25.074 -20.885
C 13.443 -25.325 -14.888
C 14.221 -26.257 -13.982
O 13.759 -27.278 -13.485
N 15.471 -25.811 -13.688
C 16.241 -26.273 -12.578
H 13.562 -25.554 -15.950
H 13.878 -24.334 -14.755
H 12.384 -25.331 -14.658
H 15.904 -25.134 -14.302
H 17.002 -27.035 -12.766
H 15.556 -26.679 -11.829
H 16.688 -25.425 -12.054
C 20.984 -28.166 -15.424
S 19.720 -27.375 -16.419
O 20.336 -27.389 -17.779
C 18.488 -28.689 -16.349
H 20.679 -28.358 -14.394
H 21.815 -27.460 -15.436
H 21.320 -29.113 -15.844
H 17.553 -28.185 -16.084
H 18.687 -29.494 -15.651
H 18.220 -29.108 -17.320
C 18.606 -22.440 -14.343
S 17.432 -22.674 -15.679
O 16.314 -23.454 -15.069
C 16.834 -20.992 -15.798
H 18.847 -23.426 -13.949
H 18.141 -21.881 -13.530
H 19.499 -21.937 -14.710
H 16.542 -20.553 -14.843
H 15.978 -21.054 -16.465
H 17.636 -20.359 -16.180
C 16.306 -25.590 -17.856
S 14.966 -26.430 -18.720
O 15.132 -26.112 -20.175
C 15.603 -28.101 -18.638
H 17.196 -25.400 -18.449
H 16.562 -26.170 -16.963
H 15.813 -24.696 -17.470
H 15.380 -28.519 -17.651
H 16.683 -28.110 -18.779
H 15.129 -28.705 -19.396
C 16.063 -30.489 -14.467
S 15.346 -31.463 -15.785
O 16.072 -31.010 -17.008
C 15.988 -33.100 -15.368
H 17.047 -30.878 -14.192
H 15.459 -30.531 -13.561
H 16.097 -29.458 -14.786
H 17.067 -32.996 -15.259
H 15.761 -33.655 -16.278
H 15.521 -33.578 -14.514
*
```

frontier orbital gap = 8.1 eV
LUMO energy = -0.5 eV
energy relative to the best compared isomer or geometry (same formula, charge and spin) = 15.6 kJ/mol

Here are the Mulliken charges for atoms 1 to 6, given in e:
1. C -0.1123
2. C 0.4473
3. O -0.6606
4. N 0.0776
5. C -0.9045
6. H -0.0377

6.
Computed, not measured: a cluster of 2 separate species, C7H16S2 in total, with ωB97M-V/def2-TZVPD.

Geometry as ORCA input:
```
! wB97M-V def2-TZVPD RIJCOSX def2/J DEFGRID3
* xyz 0 1
S -1.509 -1.528 0.513
C -2.535 -1.080 -0.912
C 0.011 -1.891 -0.405
C -2.585 -2.181 -1.966
C -0.198 -2.941 -1.491
C -1.203 -2.484 -2.551
H -3.541 -0.870 -0.503
H -2.147 -0.141 -1.351
H 0.743 -2.235 0.351
H 0.397 -0.952 -0.845
H -3.005 -3.097 -1.509
H -3.268 -1.867 -2.779
H 0.775 -3.155 -1.974
H -0.553 -3.878 -1.021
H -0.815 -1.570 -3.039
H -1.298 -3.267 -3.328
S 1.614 4.285 0.846
C 2.310 3.713 3.498
C 2.811 3.651 2.062
H 0.643 3.386 1.112
H 2.044 4.749 3.768
H 3.093 3.359 4.190
H 1.417 3.077 3.622
H 3.699 4.298 1.929
H 3.100 2.620 1.782
*
```

frontier orbital gap = 9.1 eV
SMILES = C1CCSCC1.CCS
LUMO energy = 0.7 eV
energy relative to the best compared isomer or geometry (same formula, charge and spin) = 0.6 kJ/mol

Here are the natural (NBO) charges for atoms 1 to 6, given in e:
1. S 0.1870
2. C -0.5338
3. C -0.5341
4. C -0.4135
5. C -0.4135
6. C -0.3981

7.
Computed, not measured: the molecule C3H5N5, with ωB97M-V/def2-TZVPD.

Geometry as ORCA input:
```
! wB97M-V def2-TZVPD RIJCOSX def2/J DEFGRID3
* xyz 0 1
C 0.404 1.760 -1.229
C -0.979 -0.773 0.418
C 0.140 -1.300 1.033
H 1.495 2.014 -1.751
H -0.223 1.944 -2.256
H 0.263 2.471 -0.422
H -1.859 -1.321 0.842
H -1.423 -2.430 1.571
N 0.342 0.531 -0.599
N -0.839 0.056 -0.477
N -0.231 -2.310 1.910
N 1.391 -0.793 0.861
N 1.520 0.150 0.098
*
```

frontier orbital gap = 8.4 eV
SMILES = [H]/N=c1\cnn(C)nn1
LUMO energy = -0.4 eV
energy relative to the best compared isomer or geometry (same formula, charge and spin) = 662.3 kJ/mol

Here are the natural (NBO) charges for atoms 1 to 6, given in e:
1. C -0.4261
2. C 0.0112
3. C 0.2211
4. H 0.2275
5. H 0.2463
6. H 0.2062

8.
Computed, not measured: a structure of composition C21H51N5O9, with ωB97M-V/def2-TZVPD.

Geometry as ORCA input:
```
! wB97M-V def2-TZVPD RIJCOSX def2/J DEFGRID3
* xyz 0 1
C -15.988 -6.515 -21.458
C -17.139 -7.055 -22.309
O -17.895 -7.907 -21.980
N -17.234 -6.284 -23.589
H -17.316 -5.322 -23.294
H -16.372 -6.409 -24.101
C -18.362 -6.661 -24.516
H -14.983 -6.485 -21.880
H -16.078 -7.173 -20.593
H -16.222 -5.468 -21.263
H -18.459 -5.760 -25.121
H -19.316 -6.971 -24.089
H -18.063 -7.537 -25.092
C -13.872 -6.659 -25.618
C -15.144 -6.613 -24.790
O -14.967 -6.081 -23.677
O -16.307 -6.914 -25.183
H -13.142 -7.270 -25.088
H -13.536 -5.659 -25.893
H -13.914 -7.192 -26.567
O -15.054 -8.344 -29.003
C -15.842 -8.103 -28.075
N -15.282 -7.638 -26.964
C -17.382 -8.274 -28.318
H -14.304 -7.780 -26.757
H -15.851 -7.439 -26.154
H -17.707 -7.263 -28.563
H -17.994 -8.805 -27.589
H -17.660 -8.892 -29.172
O -15.492 -2.890 -26.906
C -15.740 -4.097 -26.624
N -16.422 -4.405 -25.590
C -15.497 -5.185 -27.597
H -16.718 -3.713 -24.917
H -16.395 -5.313 -25.146
H -16.369 -5.772 -27.883
H -14.770 -5.863 -27.149
H -15.090 -4.755 -28.512
C -11.126 -7.658 -23.409
O -11.671 -8.917 -23.797
C -11.403 -9.125 -25.185
C -12.016 -10.485 -25.821
N -13.498 -10.505 -26.104
C -13.924 -9.822 -27.313
C -13.106 -10.030 -28.618
O -11.866 -9.416 -28.661
C -10.903 -10.326 -29.176
H -11.271 -7.632 -22.329
H -11.486 -6.791 -23.962
H -10.074 -7.604 -23.689
H -10.326 -9.258 -25.279
H -11.652 -8.274 -25.819
H -11.768 -11.301 -25.143
H -11.424 -10.714 -26.707
H -13.914 -10.049 -25.305
H -13.782 -8.774 -27.052
H -14.962 -9.936 -27.626
H -13.688 -9.678 -29.470
H -13.064 -11.104 -28.797
H -11.237 -10.787 -30.106
H -10.546 -11.167 -28.581
H -9.945 -9.891 -29.460
C -14.714 -4.326 -19.129
O -14.568 -4.670 -20.508
C -13.188 -4.958 -20.947
C -12.982 -5.582 -22.365
N -13.561 -4.788 -23.385
C -12.562 -4.780 -24.459
C -12.972 -4.008 -25.755
O -11.866 -4.033 -26.807
C -12.238 -3.256 -27.889
H -14.557 -5.203 -18.501
H -15.652 -3.856 -18.833
H -13.941 -3.645 -18.771
H -12.830 -5.641 -20.176
H -12.783 -3.971 -20.721
H -13.616 -6.466 -22.435
H -11.930 -5.865 -22.351
H -14.346 -5.298 -23.762
H -12.397 -5.815 -24.759
H -11.611 -4.462 -24.031
H -13.051 -2.940 -25.549
H -13.970 -4.231 -26.133
H -12.686 -2.287 -27.670
H -13.008 -3.853 -28.377
H -11.379 -3.011 -28.514
*
```

frontier orbital gap = 7.7 eV
LUMO energy = -0.1 eV

Here are the Mulliken charges for atoms 1 to 6, given in e:
1. C -1.3407
2. C 0.6621
3. O -0.5293
4. N 0.0567
5. H 0.4837
6. H 0.0623

9.
Computed, not measured: the ion C4H7N2 with charge +1, with ωB97M-V/def2-TZVPD.

Geometry as ORCA input:
```
! wB97M-V def2-TZVPD RIJCOSX def2/J DEFGRID3
* xyz 1 1
C 1.230 -0.364 0.689
C -0.526 -1.546 -0.147
C 0.776 0.769 -0.181
C -0.469 0.417 -0.884
N 0.553 -1.427 0.701
N -0.533 1.292 0.278
H 2.085 -0.338 1.468
H -1.561 -1.799 0.300
H -0.236 -2.194 -0.909
H 1.368 1.519 -0.703
H -1.006 0.641 -1.741
H -0.893 0.815 1.081
H -0.786 2.217 0.049
*
```

frontier orbital gap = 10.5 eV
LUMO energy = -3.9 eV
energy relative to the best compared isomer or geometry (same formula, charge and spin) = 456.9 kJ/mol

Here are the natural (NBO) charges for atoms 1 to 6, given in e:
1. C 0.0808
2. C -0.1476
3. C -0.1392
4. C -0.1224
5. N -0.3221
6. N -0.5129